16
Properties=species:S:1:pos:R:3:forces:R:3:nbo_charge:R:1 method="wB97M-V/def2-TZVPD" e_lumo_ev=1.13 molar_mass_g_mol=108.1 e_above_lowest_kj_mol=163.5 e_tot_ev=-16314.0114 homo_energy_ev=-9.243 fmax_ha_per_bohr=0.0942 orbital_gap_ha=0.38114
C 1.946 -1.127 -0.124 -3.08 3.67 -0.68 -0.632
C -0.978 -1.164 0.247 -1.44 1.50 3.79 -0.906
C -1.523 1.763 0.272 0.75 -1.37 -1.52 -0.922
C 0.918 0.462 -0.459 3.42 -1.87 -1.28 -0.090
F 1.892 1.503 -0.371 -1.03 -0.53 -0.10 -0.403
P -0.298 0.494 0.910 -0.29 0.03 -1.80 0.770
H 2.966 -0.910 -0.456 -0.48 -0.22 -0.13 0.223
H 1.294 -1.804 -0.749 1.46 0.10 1.27 0.212
H 1.842 -1.039 0.985 0.20 -1.09 -0.98 0.212
H -0.496 -1.748 1.021 -0.22 -0.79 0.12 0.228
H -0.651 -1.574 -0.641 0.20 -0.23 -2.24 0.215
H -2.079 -1.205 0.458 0.96 -0.13 -0.54 0.231
H -1.422 2.050 -0.808 -0.08 -0.52 0.92 0.229
H -1.539 2.636 0.843 0.20 1.37 1.04 0.229
H -2.437 1.239 0.454 -1.00 -0.05 -0.19 0.223
H 0.564 0.424 -1.583 0.43 0.13 2.31 0.182